(1)
Density functional theory data (the ωB97M-V functional and the def2-TZVPD basis) for 6 unconnected molecules or ions with the total composition C33H75IN2O7 in a non-equilibrium geometry.

Values from the calculation:
Molar mass: 738.9 g/mol
HOMO level: -9.18 eV
Total charge: 0
Gap between HOMO and LUMO: 0.343 Eh
SMILES: CCCCCCCCC[C@H]1OC(=O)[C@](CCCI)(NCC)[C@@H]1N.CC(C)O.CC(C)O.CC(C)O.CC(C)O.CC(C)O

```
118
Properties=species:S:1:pos:R:3:forces:R:3:lowdin_charge:R:1
C 5.42574 -2.70977 1.11954 -0.1107 -0.1703 -0.5065 -0.1603
C 4.95694 -1.43686 0.14550 -0.6016 -0.7320 1.4671 -0.2650
C 3.91422 -0.40898 0.93512 -0.0550 -0.3191 -1.1062 -0.2199
C 3.50463 0.82817 -0.09429 0.6402 -0.1515 0.6124 -0.2070
C 3.31813 2.25468 0.71051 -0.4644 0.5723 -0.1759 -0.2005
C 1.75341 2.83893 0.64479 0.3074 0.1700 -0.1315 -0.1970
C 0.80789 2.22962 1.87388 0.5166 -0.4659 -0.4715 -0.1967
C -0.44977 1.36289 1.24228 0.6939 -0.6376 0.5457 -0.2197
C -1.85915 2.19782 1.13715 0.3485 0.8040 -0.1898 -0.1275
C -2.97799 1.46284 0.13455 -0.2587 0.3657 2.2173 -0.1907
O -2.50672 0.03862 0.17859 -4.1714 0.1833 -2.3672 -0.0809
C -3.64050 -0.75289 -0.32632 3.7191 -4.8942 -2.3308 -0.1806
O -3.28132 -1.84281 -1.00798 -2.9682 6.5166 4.3512 -0.0054
C -5.09505 -0.08007 0.01796 1.4618 2.3120 1.6314 -0.2718
C -6.05876 -0.72392 1.17445 -0.7811 -1.4951 0.4189 -0.1268
C -5.99959 -2.37219 1.27906 -0.2262 -0.2115 1.5045 -0.2877
C -6.72859 -2.78050 2.72830 -0.0782 1.7772 -1.4687 -0.6221
I -6.82904 -5.00568 2.87138 0.0024 1.4816 0.0432 0.6293
N -5.65358 0.32557 -1.32293 -0.9504 -0.8182 1.2076 -0.0282
C -6.76304 -0.57258 -1.81388 -0.4761 -0.2467 -1.9762 -0.2444
C -6.23469 -2.06632 -2.33816 -1.8069 0.1033 0.2244 -0.1098
C -4.49156 1.25993 0.81716 1.7559 0.8200 1.0372 -0.2574
N -5.36981 2.48591 0.93056 -0.2326 -0.9815 -0.4689 0.0188
H 6.30676 -3.29677 0.60444 -1.7083 1.1687 0.9940 0.0675
H 4.53748 -3.48603 1.25009 1.8212 1.7575 -0.1652 0.0784
H 5.80064 -2.36239 2.17410 -0.8055 -0.5589 -2.0310 0.0698
H 5.92943 -0.87908 -0.20102 -2.0727 -0.9665 0.4488 0.1059
H 4.33497 -1.91393 -0.72540 1.5126 1.1045 1.3233 0.1045
H 2.90870 -1.00323 1.16641 2.2587 1.1827 -0.2327 0.1184
H 4.38143 -0.01091 1.93502 -0.8537 -0.7694 -1.9607 0.1034
H 2.54274 0.48232 -0.66721 1.8387 0.9438 0.9995 0.1044
H 4.37608 0.98663 -0.88661 -1.9059 -0.4979 1.6140 0.1031
H 4.03492 3.06330 0.21459 -1.5929 -1.7193 1.1906 0.0945
H 3.62074 2.12821 1.85427 -0.5546 0.2910 -2.4521 0.1057
H 1.34653 2.50931 -0.42464 0.6188 0.6780 2.3511 0.1081
H 1.73975 4.02632 0.67118 0.2149 -2.6827 0.0252 0.0908
H 1.49385 1.48519 2.50599 -1.5396 1.5287 -1.3877 0.1064
H 0.47338 3.06909 2.63067 0.5094 -1.5903 -1.6520 0.1095
H -0.06598 0.96392 0.18901 -1.1211 0.8869 2.2487 0.1162
H -0.57266 0.40851 1.94385 -0.0472 2.0393 -1.6434 0.1188
H -1.58128 3.29414 0.76090 -0.7775 -2.3629 0.6156 0.1252
H -2.28475 2.34863 2.23589 0.7090 -0.4796 -2.3150 0.1199
H -3.09943 1.97174 -0.91243 0.6911 -1.3488 1.7085 0.1629
H -7.20030 -0.40945 1.02242 2.5734 -0.5767 0.0427 0.1284
H -5.78922 -0.33029 2.26850 -0.2687 -0.6867 -2.6195 0.1257
H -4.87421 -2.75795 1.35257 -2.4869 0.8489 -0.5373 0.1223
H -6.62457 -2.92381 0.45592 1.5188 1.1717 1.3874 0.0954
H -6.13227 -2.32428 3.62865 -1.2989 -1.1669 -1.6555 0.0647
H -7.83037 -2.32876 2.64301 2.3756 -1.3024 0.6250 0.0748
H -5.88088 1.34128 -1.39074 0.1153 -1.3252 0.3468 0.1120
H -7.68708 -0.66374 -1.08666 1.9237 0.0071 -1.1906 0.1041
H -7.19575 -0.05412 -2.79870 0.9165 -1.0028 2.1864 0.1268
H -7.23807 -2.66035 -2.59368 2.2067 1.2247 0.5519 0.0824
H -5.69974 -2.68699 -1.50332 -0.7434 1.3929 -1.8837 0.0496
H -5.64906 -1.98217 -3.34797 -0.7998 -0.0680 2.2492 0.0907
H -4.17148 1.09581 1.95541 -0.7413 -0.6892 -2.5514 0.1499
H -6.31899 2.35100 0.51847 1.1714 0.1341 0.6372 0.0694
H -5.45109 2.84476 1.90694 0.0467 -0.7471 -1.3414 0.0813
C 3.97652 0.35779 -5.82623 0.0151 0.2898 -0.2504 -0.0684
C 4.32397 0.42672 -4.34770 -0.3008 -0.6160 -0.2137 -0.5040
C 5.03215 -0.83673 -3.88534 0.2916 -0.0020 0.2531 -0.0625
O 3.12990 0.60322 -3.58972 -0.1637 0.0885 0.1114 -0.0684
H 3.30002 -0.47948 -6.03118 0.1460 -0.0358 0.0816 0.0813
H 3.45635 1.26847 -6.14214 0.1383 -0.0907 0.0676 0.0802
H 4.87600 0.23795 -6.43797 -0.1111 -0.0148 0.0193 0.0793
H 4.96282 1.29653 -4.15992 -0.2402 -0.0268 0.1146 0.1383
H 4.39309 -1.71637 -4.02146 0.0230 0.0897 -0.1315 0.0847
H 5.26503 -0.77812 -2.81668 0.0032 0.0497 -0.1675 0.0542
H 5.96328 -0.99236 -4.43888 -0.0883 -0.0393 0.0498 0.0811
H 2.55646 -0.16451 -3.75024 0.2721 0.3184 0.0499 0.0950
C 4.60953 6.29751 -1.34025 -0.0534 -0.1319 -0.0585 -0.0638
C 3.30536 6.27656 -0.55906 0.4964 0.4574 0.0345 -0.4950
C 2.86232 7.68136 -0.18244 -0.3595 0.1131 0.0249 -0.0643
O 3.47653 5.50187 0.62502 0.1008 0.0018 0.2744 -0.0918
H 5.41679 6.73663 -0.74344 -0.2215 0.0300 -0.1278 0.0664
H 4.92261 5.27897 -1.59380 -0.0830 0.1425 -0.0092 0.0774
H 4.50635 6.87288 -2.26542 0.0628 -0.0481 0.0745 0.0856
H 2.52572 5.79264 -1.15734 0.0406 -0.1161 0.2613 0.1390
H 3.60762 8.16956 0.45543 0.0629 -0.0593 -0.1528 0.0812
H 1.92899 7.64996 0.38992 0.0834 -0.0210 -0.1374 0.0793
H 2.70674 8.29821 -1.07290 0.0301 -0.0226 0.1131 0.0800
H 4.16704 5.92410 1.16253 -0.2788 -0.1233 -0.2840 0.0994
C -2.92348 -4.51956 4.21237 0.0526 0.2010 -0.2171 -0.0759
C -2.57603 -4.45063 5.69091 -0.2569 -0.5768 -0.2547 -0.5029
C -1.86785 -5.71408 6.15327 0.2812 -0.0222 0.2434 -0.0682
O -3.77010 -4.27414 6.44889 -0.1974 0.0991 0.1667 -0.0658
H -3.59998 -5.35684 4.00742 0.1365 -0.0014 0.0682 0.0519
H -3.44365 -3.60888 3.89646 0.1174 -0.0732 0.0471 0.0684
H -2.02400 -4.63940 3.60063 -0.1117 0.0059 0.0161 0.0831
H -1.93718 -3.58083 5.87868 -0.2424 -0.0412 0.1196 0.1395
H -2.50691 -6.59372 6.01715 0.0256 0.0964 -0.1407 0.0810
H -1.63497 -5.65547 7.22192 0.0113 0.0574 -0.1689 0.0799
H -0.93672 -5.86972 5.59973 -0.0964 -0.0353 0.0597 0.0800
H -4.34354 -5.04186 6.28837 0.2656 0.3277 0.0160 0.0896
C 9.09323 5.29036 0.65014 -0.0260 0.0954 0.3595 -0.0647
C 7.93496 4.96291 -0.27870 0.6465 -0.0084 -0.2762 -0.5008
C 8.28807 3.82713 -1.22576 -0.2364 -0.2674 -0.1106 -0.0606
O 7.59518 6.12136 -1.03638 0.1253 0.2112 -0.1374 -0.0806
H 9.97283 5.61197 0.08133 -0.0657 -0.1495 -0.0391 0.0812
H 8.82918 6.11769 1.31761 -0.0174 -0.1626 -0.0631 0.0807
H 9.36854 4.42343 1.25865 0.0172 0.1054 -0.0586 0.0814
H 7.05486 4.68868 0.31304 -0.0228 0.1920 -0.1703 0.1365
H 9.13912 4.09685 -1.86110 0.0268 0.0160 0.1652 0.0819
H 7.44960 3.61066 -1.89644 0.0634 0.0075 0.1605 0.0764
H 8.53922 2.91633 -0.67348 -0.0020 0.0768 -0.0925 0.0815
H 8.37082 6.37217 -1.56503 -0.3025 -0.1451 0.2587 0.0993
C -5.91261 -7.19814 -3.42688 0.0049 -0.0402 -0.3739 -0.0678
C -5.56806 -5.93778 -2.64950 -0.1959 -0.5315 0.3656 -0.4984
C -4.88370 -6.26851 -1.33274 0.2585 0.2061 0.1579 -0.0603
O -6.76090 -5.20200 -2.39013 -0.2649 0.1050 0.0320 -0.0808
H -6.60329 -7.83197 -2.85954 0.1422 0.0377 0.0808 0.0803
H -6.41567 -6.94530 -4.36642 0.1369 0.0020 0.1078 0.0798
H -5.01372 -7.77879 -3.65597 -0.1150 0.0167 0.0240 0.0800
H -4.91440 -5.29964 -3.25403 -0.2475 0.0852 0.1055 0.1421
H -5.53789 -6.86938 -0.69112 0.0147 -0.0627 -0.1430 0.0782
H -4.65276 -5.35247 -0.77844 0.0289 -0.0920 -0.1370 0.0734
H -3.95395 -6.82127 -1.49905 -0.0913 0.0416 0.0583 0.0817
H -7.34743 -5.76085 -1.85379 0.3019 0.1881 -0.2211 0.0953
```
Positions in Å, forces in eV/Å.


(2)
Density functional theory data (the ωB97M-V functional and the def2-TZVPD basis) for 8 unconnected molecules or ions with the total composition C33H76N8O10P3S in a non-equilibrium geometry.

Values from the calculation:
Molar mass: 870.0 g/mol
HOMO level: -10.25 eV
Total charge: +1
Gap between HOMO and LUMO: 0.216 Eh

```
131
Properties=species:S:1:pos:R:3:forces:R:3:lowdin_charge:R:1
C 9.77851 3.60549 2.43806 -0.9847 0.7125 0.8088 -0.1220
O 9.17025 2.54298 1.61820 1.6973 0.1187 -0.1460 -0.2932
C 10.16920 1.59085 1.10840 1.3462 0.3743 -0.6975 -0.2185
C 9.63261 0.69044 -0.16342 -0.0511 -1.0755 0.3263 -0.1790
C 8.25926 -0.16028 0.13587 0.2255 -0.0096 0.7470 -0.2058
C 6.91272 0.82769 0.09131 0.8082 -1.1593 0.1877 -0.2118
C 5.87144 0.21383 -1.01583 0.3561 0.4154 -0.6528 -0.1963
C 4.46942 1.04438 -1.19136 -0.6847 -1.3799 -0.0814 -0.1516
C 3.87914 1.71719 0.18122 0.3390 2.0789 -0.7513 -0.2455
C 3.59770 3.33175 -0.15177 -2.3803 -1.2766 1.4797 -0.3425
P 5.12187 4.44817 -0.50602 1.3883 -1.0193 -5.7365 0.8322
O 5.49293 4.31779 -2.06234 -1.7672 0.2056 5.0683 -0.5209
C 2.67346 3.61465 1.17447 0.8498 -0.8283 0.1453 -0.4417
P 1.97275 5.35963 1.50843 -0.9487 -0.2849 2.4380 0.4245
S 1.48712 5.38696 3.43278 0.2714 0.0611 -0.7948 0.1413
C 1.68099 2.30210 1.23160 4.1584 -0.1850 -2.0720 0.0774
N 2.47999 1.29888 0.67066 -4.3383 3.8283 2.0901 -0.2298
P 1.79231 -0.34502 0.58815 -0.7374 -3.8709 -1.0887 0.9332
C 1.29518 -0.73137 2.43178 -0.6478 1.6730 0.9646 -0.2503
O 0.33195 -0.41326 -0.36450 1.3717 1.8484 3.8589 -0.3331
H 9.09317 4.57740 2.35142 1.3960 -2.1834 0.0222 0.1006
H 9.70093 3.26682 3.56843 0.6314 0.7284 -2.2296 0.1065
H 10.85588 3.92315 2.10750 -1.9590 -0.9132 0.6297 0.1017
H 11.08057 2.24623 0.70809 -1.7633 -1.4639 0.7126 0.1279
H 10.62612 0.93059 1.99185 -1.2691 1.1391 -1.8774 0.1436
H 10.48199 -0.11044 -0.39046 -1.6531 1.8278 0.5294 0.1259
H 9.46528 1.29496 -1.15251 0.4378 -0.8004 2.0413 0.1159
H 8.35535 -0.64892 1.21969 -0.2334 1.0987 -2.3117 0.1221
H 8.15802 -1.08033 -0.60608 0.1836 2.1242 1.3508 0.1154
H 6.49147 0.81189 1.20254 0.6757 0.2663 -2.4708 0.1110
H 7.31343 1.90534 -0.18775 -1.1487 -2.1540 0.5491 0.0969
H 5.63552 -0.93384 -0.85481 0.5602 2.4462 0.0328 0.1258
H 6.42767 0.27830 -2.07029 -1.2404 -0.1583 2.2766 0.1354
H 4.56471 1.86166 -2.03000 -0.1363 -1.3959 1.9483 0.1145
H 3.65785 0.25766 -1.56511 1.6407 1.7451 0.7405 0.1088
H 4.48614 1.66634 1.18011 -0.5563 -0.1119 -2.1487 0.1554
H 2.82271 3.39071 -1.05646 2.1472 -0.0487 1.5076 0.1638
H 4.84456 5.85736 -0.27193 -0.0428 -1.1771 0.6353 0.0183
H 6.30736 3.99530 0.23212 -1.4082 0.4942 0.1738 0.0354
H 3.39779 3.39305 2.09717 -1.6206 0.7571 -1.5126 0.1424
H 3.00243 6.36810 1.36199 -0.4929 -0.9453 -0.8576 -0.0204
H 0.75490 5.64934 0.77996 1.1519 -0.2633 -0.4640 -0.0278
H 0.57009 2.21767 1.64274 2.6480 -0.0867 -0.8940 0.1885
H 0.42700 -1.52166 2.48712 1.9558 1.4264 -0.3087 0.0624
H 2.25707 -1.04439 3.04694 -2.0162 0.4608 -1.5307 0.0785
H 0.88989 0.25142 2.97492 0.7466 -2.1519 -0.9261 0.0345
H -0.39676 -0.11502 0.28202 0.1590 -0.7548 -1.5603 0.0276
C -0.15350 3.03356 4.98366 0.0961 -0.2123 -0.0806 -0.0793
C -0.39066 1.67259 5.57620 -0.1145 -0.5982 0.3279 -0.5426
O 0.37743 0.73350 5.38092 -0.0872 0.2369 -0.1985 0.0015
N -1.49718 1.49296 6.35168 0.6896 -0.0926 -0.4545 0.0019
C -2.51369 2.45713 6.70000 -0.1606 -0.3207 0.2353 -0.0770
H 0.76628 3.01922 4.39179 -0.2809 -0.1061 0.3081 -0.0004
H -0.98308 3.30520 4.32549 0.0454 0.1954 0.1373 0.0845
H -0.03993 3.77407 5.77980 -0.0961 0.0794 -0.2042 0.0874
H -1.58563 0.54967 6.71324 0.0175 0.2641 -0.0690 0.1451
H -2.54039 2.54276 7.78897 -0.1911 0.2507 -0.0852 0.0871
H -3.47550 2.07776 6.34678 -0.0936 0.2948 0.0813 0.0844
H -2.32526 3.43790 6.26164 0.0471 -0.2293 0.0512 0.0782
C -2.26529 -2.59960 1.32279 0.2796 0.1895 -0.1296 -0.0084
C -2.98979 -1.29109 1.17282 -0.5194 -0.0999 0.2576 -0.5185
O -2.43778 -0.28730 0.72819 0.4899 0.4696 -0.0445 -0.0106
N -4.29942 -1.23482 1.54662 1.0431 0.3004 -0.3455 0.0134
C -5.12353 -2.29010 2.08653 -0.2836 0.1666 0.1081 -0.0743
H -1.23158 -2.48593 0.98361 -0.2019 0.1606 0.0231 0.0654
H -2.25241 -2.90228 2.37322 -0.1349 -0.1860 -0.1204 0.0969
H -2.74688 -3.36667 0.71062 0.0735 0.0377 0.3688 0.0574
H -4.71594 -0.31968 1.41481 0.0973 -0.2628 0.0128 0.1426
H -5.97610 -2.42993 1.41760 0.0113 -0.2753 0.1704 0.0893
H -5.48564 -1.96935 3.06620 -0.1023 -0.2099 0.0171 0.0828
H -4.58164 -3.23116 2.18818 -0.0722 0.2436 -0.1788 0.0599
C -2.33662 -6.68441 0.54461 0.2229 0.0713 -0.0407 0.0060
C -3.73064 -6.13570 0.66795 -0.6108 -0.0152 -0.0570 -0.5110
O -3.95491 -4.92821 0.70862 -0.1602 -0.4145 -0.0523 -0.0112
N -4.76591 -7.01983 0.73541 0.5596 0.7472 0.0068 0.0103
C -4.71611 -8.46234 0.70447 -0.4801 -0.0577 0.0752 -0.0753
H -1.62110 -5.85813 0.50203 -0.2734 -0.1119 0.0245 0.0826
H -2.09894 -7.30209 1.41476 0.0227 -0.0871 -0.1812 0.0901
H -2.24405 -7.26866 -0.37471 0.0052 -0.0940 0.1595 0.0910
H -5.67207 -6.57202 0.81719 0.2759 -0.1060 -0.0018 0.1404
H -5.30958 -8.80357 -0.14715 0.2899 -0.3050 0.0547 0.0645
H -5.16563 -8.83656 1.62732 0.1302 -0.2385 -0.0590 0.0850
H -3.69765 -8.84216 0.61475 -0.2232 0.1648 -0.0666 0.0864
C -5.12654 -7.37953 -4.78736 0.1687 -0.0143 -0.2011 -0.0103
C -5.25640 -7.70805 -3.32627 0.2832 -0.3055 0.7131 -0.5415
O -4.35281 -8.25465 -2.69799 -0.2283 0.2035 -0.1786 0.0128
N -6.41970 -7.38213 -2.69496 0.6682 -0.2929 -0.2289 0.0043
C -7.59038 -6.74264 -3.24707 -0.1486 0.0622 0.4993 -0.0761
H -4.14478 -7.69975 -5.14807 -0.2264 0.0260 0.2403 0.0872
H -5.89358 -7.90803 -5.35965 0.0093 0.2139 -0.0317 0.0876
H -5.21418 -6.30029 -4.93782 -0.1406 -0.1183 -0.1149 0.0881
H -6.42879 -7.63582 -1.71318 0.0204 0.1072 -0.3385 0.1167
H -7.76720 -5.81996 -2.68914 -0.2541 0.0738 -0.3519 0.0658
H -8.44074 -7.41430 -3.10743 -0.1758 0.1778 -0.2220 0.0848
H -7.47811 -6.51191 -4.30713 0.0480 -0.0653 0.2395 0.0842
C -1.89119 6.43162 -2.11096 0.1860 -0.0380 -0.1575 -0.0054
C -2.02105 6.10310 -0.64986 -0.4919 0.0962 0.5088 -0.5300
O -1.11746 5.55650 -0.02158 0.2250 -0.0944 0.0283 -0.0385
N -3.18434 6.42901 -0.01856 1.0406 -0.3707 -0.3038 0.0085
C -4.35502 7.06851 -0.57066 -0.2185 -0.0027 0.3551 -0.0708
H -0.90942 6.11139 -2.47166 -0.2286 0.0356 0.2026 0.0857
H -2.65822 5.90311 -2.68324 0.0231 0.2132 -0.0215 0.0917
H -1.97882 7.51086 -2.26141 -0.1320 -0.1295 -0.1118 0.0912
H -3.19344 6.17533 0.96323 -0.0173 0.0861 -0.2493 0.1470
H -4.53184 7.99119 -0.01273 -0.1893 0.0234 -0.2408 0.0889
H -5.20539 6.39684 -0.43102 -0.1124 0.2155 -0.1932 0.0883
H -4.24275 7.29924 -1.63072 0.0620 -0.0868 0.2255 0.0803
C -12.08773 -4.39329 -2.31583 -0.1415 0.1523 -0.1558 -0.0105
C -10.66670 -4.74851 -1.97806 0.8421 0.2458 -0.2194 -0.5453
O -9.71064 -4.18592 -2.50665 -0.4300 -0.2322 0.2235 0.0149
N -10.45090 -5.72745 -1.05441 0.0522 0.4108 -0.3941 -0.0034
C -11.42651 -6.50262 -0.32533 0.3709 -0.1863 0.1754 -0.0784
H -12.09699 -3.59755 -3.06632 0.1595 -0.2148 0.2011 0.0884
H -12.60312 -5.26400 -2.72984 -0.1046 0.0953 0.1627 0.0877
H -12.60571 -4.03198 -1.42351 -0.1019 -0.1585 -0.1022 0.0871
H -9.46796 -5.90782 -0.88227 -0.3213 0.0684 -0.0321 0.1289
H -11.26215 -6.33642 0.74203 -0.2957 -0.1587 0.0260 0.0842
H -11.25953 -7.55801 -0.55346 -0.2991 -0.0406 0.1573 0.0839
H -12.45101 -6.23144 -0.58307 0.2507 0.0071 -0.0095 0.0789
C 8.73996 6.86086 -5.26142 0.0020 0.2712 -0.1262 -0.0165
C 9.50598 5.59766 -4.98371 0.9519 -0.5781 -0.1177 -0.5524
O 10.67608 5.45494 -5.33081 -0.5707 0.1933 0.1422 0.0176
N 8.86676 4.58976 -4.32525 0.4198 0.4412 -0.4153 -0.0016
C 7.50848 4.55799 -3.83705 0.4792 -0.4067 0.1766 -0.1127
H 9.38305 7.56908 -5.79187 -0.0482 -0.2954 0.1438 0.0862
H 7.87368 6.64264 -5.89159 -0.0502 0.1092 0.1804 0.0844
H 8.42212 7.32039 -4.32180 -0.1655 -0.0272 -0.1349 0.0826
H 9.44996 3.77361 -4.17657 -0.1521 0.2608 -0.0746 0.1396
H 7.54031 4.39103 -2.75769 -0.2687 0.0968 -0.2997 0.0534
H 6.99661 3.71901 -4.31440 -0.3000 0.1359 0.1732 0.0841
H 6.96853 5.48201 -4.04731 0.1744 -0.1874 0.0508 0.0760
```
Positions in Å, forces in eV/Å.